# 1
Formula: C21H45NO6PS2
Source: the OMol25 dataset
Level of theory: the ωB97M-V functional and the def2-TZVPD basis

Structure (XYZ):
```
76
Properties=species:S:1:pos:R:3:lowdin_charge:R:1
C 0.09174 1.23807 -3.38893 -0.0754
C -1.26972 0.61604 -3.66911 -0.2600
N -1.51510 -0.65677 -2.95390 -0.2262
C -2.76964 -1.29475 -3.44712 -0.2346
C -2.60412 -2.74448 -3.90502 -0.0693
C -1.55511 -0.44660 -1.52997 -1.1057
S -2.56893 0.54733 -0.75143 0.7780
S -0.40583 -1.31345 -0.50063 0.9303
C 0.37880 -2.55489 -1.55094 -0.4612
C 1.92879 -2.55611 -1.51675 -0.2585
C 2.57848 -1.15480 -1.51647 -0.3626
P 3.76057 -0.92050 -2.82595 1.1172
C 3.10716 -1.27049 -4.49237 -0.3146
O 3.15802 -2.66987 -4.74806 -0.1870
O 1.86139 -3.13140 -5.14766 0.0118
H 0.19275 1.55730 -2.34541 0.0709
H 0.88928 0.52666 -3.62728 0.0361
H 0.23212 2.11492 -4.02973 0.0870
H -1.35016 0.38949 -4.74009 0.1238
H -2.06264 1.33765 -3.42395 0.1047
H -3.12730 -0.68208 -4.28523 0.1168
H -3.54423 -1.22553 -2.67318 0.1004
H -3.57246 -3.25299 -3.90039 0.0797
H -1.93901 -3.30357 -3.23829 0.0568
H -2.19806 -2.80343 -4.92270 0.0757
H 0.02709 -3.53320 -1.19950 0.0843
H 0.00624 -2.40477 -2.56564 0.0502
H 2.28095 -3.14978 -2.37323 0.0854
H 2.28250 -3.09987 -0.63360 0.1182
H 1.85266 -0.34753 -1.61910 0.0546
H 3.12218 -0.95406 -0.58413 0.0984
H 4.87748 -1.72871 -2.62857 0.0558
H 4.20282 0.39709 -2.82178 0.0297
H 3.72368 -0.72141 -5.22155 0.1150
H 2.07847 -0.89832 -4.55372 0.0962
H 1.53836 -3.59259 -4.36566 0.0893
C -6.20071 1.88166 3.48418 -0.0168
C -5.20443 1.50195 2.42022 -0.5136
O -4.18512 2.13124 2.24393 0.0322
C -5.53010 0.28891 1.58842 -0.0311
H -5.85798 2.76542 4.01660 0.0833
H -7.17502 2.07849 3.03286 0.0856
H -6.31954 1.05075 4.18170 0.0878
H -6.46167 0.43811 1.03958 0.0886
H -5.64620 -0.57756 2.23887 0.0746
H -4.70292 0.11892 0.90448 0.0171
C -2.31497 0.78170 4.06559 -0.0189
C -2.81563 -0.62497 3.85376 -0.4629
O -4.00279 -0.87083 3.88015 0.0525
C -1.80995 -1.72452 3.60665 -0.0202
H -3.17113 1.42999 4.22550 0.0669
H -1.64843 0.81980 4.92772 0.0732
H -1.75606 1.12338 3.19438 0.0870
H -1.12245 -1.80158 4.44865 0.0763
H -1.22045 -1.50098 2.71649 0.0574
H -2.34423 -2.66329 3.47613 0.0814
C 1.70355 0.68531 6.05909 -0.0130
C 1.75775 0.26683 4.61172 -0.4869
O 0.75956 -0.00950 3.98823 0.0606
C 3.12928 0.21010 3.97985 -0.0214
H 0.67439 0.69000 6.40896 0.0797
H 2.29377 -0.00022 6.66970 0.0895
H 2.13436 1.68106 6.17747 0.0893
H 3.76315 -0.49270 4.52298 0.0869
H 3.60701 1.18992 4.03468 0.0837
H 3.04147 -0.09926 2.94069 0.0700
C 3.13669 3.79123 -0.80350 -0.0035
C 4.15359 2.69486 -0.66479 -0.4740
O 3.87743 1.53612 -0.92412 -0.0083
C 5.52061 3.08511 -0.18046 -0.0095
H 2.18999 3.38888 -1.15302 0.0770
H 2.99104 4.28430 0.15896 0.0978
H 3.49945 4.54800 -1.50151 0.0962
H 5.44328 3.56009 0.79885 0.0952
H 5.95931 3.81834 -0.85947 0.0949
H 6.16488 2.21232 -0.11313 0.0846
```

Values from the calculation:
Kohn-Sham gap ... 8.1 eV
Energy relative to the best compared isomer or geometry (same formula, charge and spin) ... 0.0 kJ/mol
Charge ... +1
Spin multiplicity ... 1


# 2
Formula: C21H46F2N2O5S
Source: the OMol25 dataset
Level of theory: the ωB97M-V functional and the def2-TZVPD basis

Structure (XYZ):
```
77
Properties=species:S:1:pos:R:3:lowdin_charge:R:1
O 1.86989 -4.80462 -0.05610 0.0986
N 1.81289 -4.80283 -1.24039 -0.0404
O 2.63065 -3.82305 -1.77449 -0.1253
C 1.75294 -3.18374 -2.78497 -0.1409
N 0.37852 -3.14370 -2.19007 -0.2294
C -0.68434 -3.65178 -3.11606 -0.0604
C -1.78761 -4.39507 -2.17284 -0.2841
O -2.92218 -4.67186 -2.61038 0.1005
F -1.46479 -4.79322 -0.83472 0.0348
S -0.00168 -1.61089 -1.50626 0.8149
O -1.22418 -1.64736 -0.62172 -0.2661
O 1.18586 -1.23989 -0.63464 -0.2885
F -0.13823 -0.37228 -2.63852 -0.2046
H 2.16313 -2.13270 -2.99761 0.1564
H 1.82926 -3.83448 -3.72344 0.1504
H -1.25167 -2.84600 -3.69095 0.1507
H -0.25904 -4.48872 -3.77852 0.1561
C -2.74096 1.29543 -1.19161 -0.1087
C -2.30908 2.72951 -0.91802 -0.2594
C -3.31581 3.77026 -1.41060 -0.2267
C -3.55860 3.78220 -2.92333 -0.2273
C -2.31288 4.00113 -3.78357 -0.2740
C -1.64414 5.34793 -3.54483 -0.1152
H -2.82922 1.09767 -2.26314 0.0684
H -2.00507 0.59804 -0.78688 0.0375
H -3.70424 1.08144 -0.71989 0.0782
H -1.32434 2.90851 -1.36137 0.1012
H -2.18514 2.85382 0.16379 0.0960
H -2.98147 4.76203 -1.08854 0.1023
H -4.27631 3.60030 -0.90944 0.0986
H -4.28821 4.56874 -3.14937 0.1094
H -4.03125 2.84051 -3.22372 0.1008
H -2.60504 3.93994 -4.83751 0.1035
H -1.58799 3.19727 -3.61953 0.0960
H -2.33950 6.16824 -3.74408 0.0752
H -0.78467 5.46540 -4.21056 0.0690
H -1.28218 5.44358 -2.51854 0.0658
C -3.54892 1.38420 6.43623 -0.1159
C -4.70740 1.20111 5.46533 -0.2742
C -4.26054 0.81100 4.05555 -0.2273
C -3.38705 1.84455 3.33708 -0.2267
C -4.00970 3.23334 3.18366 -0.2691
C -5.28111 3.23464 2.34629 -0.1083
H -2.88894 2.19900 6.12848 0.0653
H -3.92765 1.62494 7.43339 0.0689
H -2.95552 0.46896 6.51247 0.0753
H -5.31213 2.11306 5.43745 0.0980
H -5.36176 0.41148 5.85110 0.1042
H -5.14896 0.60235 3.45054 0.1008
H -3.70475 -0.13283 4.10715 0.1106
H -3.13957 1.45511 2.34229 0.1005
H -2.43234 1.94461 3.86512 0.1027
H -3.27627 3.89023 2.70339 0.1009
H -4.21638 3.67131 4.16541 0.0987
H -5.08716 2.83924 1.34498 0.0590
H -5.66003 4.25476 2.23884 0.0721
H -6.07017 2.63600 2.80737 0.0672
C 4.22563 -2.52260 0.38593 -0.1185
C 5.55411 -2.51744 1.13022 -0.2630
C 6.61097 -1.62548 0.47693 -0.2282
C 7.02668 -2.03502 -0.93978 -0.2304
C 7.57189 -3.45770 -1.07559 -0.2755
C 8.84532 -3.69450 -0.27540 -0.1158
H 4.33051 -2.92479 -0.62194 0.0462
H 3.50031 -3.14417 0.91547 0.0623
H 3.81503 -1.51161 0.31384 0.0763
H 5.92508 -3.54269 1.22876 0.0996
H 5.37937 -2.15580 2.14971 0.1054
H 7.49552 -1.59839 1.12185 0.0995
H 6.23465 -0.59610 0.44110 0.1094
H 7.78696 -1.32876 -1.29393 0.1082
H 6.17309 -1.92033 -1.61721 0.0980
H 7.78559 -3.64696 -2.13322 0.1025
H 6.81216 -4.18872 -0.78107 0.0981
H 9.63297 -3.00108 -0.58356 0.0749
H 9.20950 -4.71248 -0.43891 0.0689
H 8.67770 -3.57219 0.79711 0.0659
```

Values from the calculation:
Kohn-Sham gap ... 9.4 eV
Structure (SMILES) ... O=NOCN(CC(=O)F)S(=O)(=O)F.CCCCCC.CCCCCC.CCCCCC
Spin multiplicity ... 1


# 3
Formula: C21H46N2NiO6
Source: the OMol25 dataset
Level of theory: the ωB97M-V functional and the def2-TZVPD basis

Structure (XYZ):
```
76
Properties=species:S:1:pos:R:3:lowdin_charge:R:1
Ni -0.64967 -1.26653 -0.26913 0.7453
C -0.31947 3.04584 -0.07296 -0.0331
C 0.78279 2.65458 -1.07547 -0.5244
C 1.69536 3.89770 -1.20763 -0.1305
C 2.87285 3.86431 -0.23066 -0.1942
C 3.58536 2.56232 -0.38226 -0.1666
C 2.69622 1.35684 -0.06639 -0.5265
N 1.48292 1.43964 -0.82208 -0.1634
O 0.68049 0.32183 -0.66245 -0.2341
C 2.44363 1.31273 1.45293 -0.0225
C 3.53919 0.13858 -0.45629 -0.0285
C 0.10731 2.53283 -2.43360 -0.0398
H -0.85726 3.92103 -0.43569 0.0819
H 0.08314 3.22577 0.92398 0.0674
H -1.00348 2.19515 -0.04804 0.0535
H 1.12536 4.77683 -0.90344 0.1108
H 2.08500 4.02643 -2.21763 0.1160
H 2.61361 4.16836 0.79016 0.1109
H 3.55986 4.68412 -0.49377 0.1103
H 4.52084 2.42056 0.16866 0.1163
H 3.93254 2.48066 -1.42172 0.1228
H 3.29654 1.61998 2.06369 0.0842
H 2.14677 0.31387 1.78778 0.0568
H 1.59410 1.96315 1.67211 0.0592
H 4.43117 0.17603 0.17604 0.0867
H 3.76604 0.20546 -1.51827 0.0885
H 3.04175 -0.78967 -0.17894 0.0497
H -0.29923 3.48444 -2.80129 0.0857
H -0.76346 1.87908 -2.42461 0.0572
H 0.83725 2.17566 -3.16139 0.0886
C -3.44460 -4.46460 -0.09277 -0.0736
C -2.90036 -3.28947 0.70757 -0.6033
C -2.06701 -3.76007 1.90328 -0.0720
O -2.27996 -2.36087 -0.10336 -0.2795
H -3.99479 -4.12895 -0.96743 0.0665
H -4.12758 -5.04829 0.53792 0.0682
H -2.61721 -5.13809 -0.33881 0.0727
H -3.73708 -2.73064 1.18518 0.1235
H -2.63264 -4.50674 2.47027 0.0750
H -1.88490 -2.92859 2.58796 0.0567
H -1.10139 -4.14975 1.57020 0.0601
C -2.97093 0.38544 -1.66775 -0.0950
O -1.78265 -0.32302 -1.84002 -0.2701
C -1.63244 -0.94612 -3.11183 -0.1473
C -0.22240 -1.49183 -3.24671 -0.1555
O 0.18799 -2.04480 -2.02680 -0.1743
C 1.53157 -2.46371 -1.97185 -0.1566
C 1.75487 -3.13179 -0.62720 -0.1483
O 1.02242 -2.36359 0.32057 -0.2452
C 1.21653 -2.82518 1.65054 -0.0708
H -3.78662 -0.19409 -1.21856 0.0968
H -3.31074 0.85950 -2.59283 0.0961
H -2.79910 1.18087 -0.93449 0.0790
H -1.79863 -0.18504 -3.88394 0.1318
H -2.41751 -1.70602 -3.18551 0.1380
H 0.48027 -0.72528 -3.58893 0.1366
H -0.30626 -2.21871 -4.07058 0.1380
H 2.20469 -1.60877 -2.10021 0.1156
H 1.81164 -3.11534 -2.81154 0.1399
H 2.82411 -2.99437 -0.43167 0.1321
H 1.47196 -4.18409 -0.61970 0.1365
H 2.06640 -2.35103 2.15145 0.0980
H 1.33117 -3.91028 1.70359 0.0975
H 0.31976 -2.56980 2.20908 0.0629
C -0.75119 0.25356 2.48551 -0.2861
O -1.14352 -0.57598 1.67737 -0.0217
N -1.48924 1.25726 2.94497 -0.1687
C -1.03770 2.09858 4.03027 -0.0533
C -2.85675 1.49667 2.51493 -0.0179
H 0.24998 0.21638 2.93270 0.1361
H 0.03742 2.16275 4.18615 0.0924
H -1.61984 1.98802 4.94353 0.0911
H -1.22067 3.13123 3.68287 0.0922
H -2.96269 2.54052 2.22892 0.0930
H -3.13193 0.83344 1.70020 0.0861
H -3.50994 1.24309 3.35583 0.0987
```

Values from the calculation:
Kohn-Sham gap (spin up / spin down) ... 6.1 / 6.1 eV
Spin multiplicity ... 3


F_max / eV Å⁻¹: 0.68; 8.17; 2.11
DFT total energy / eV: -67230.78183; -52005.49893; -78827.32340